Molecular formula: C5H12N2
Method: DFT, the ωB97M-V functional and the def2-TZVPD basis

Geometry as XYZ:
```
19
Properties=species:S:1:pos:R:3:nbo_charge:R:1
C 1.856 0.419 -0.287 -0.209
C 0.366 0.047 -0.463 -0.454
C -0.339 -0.658 0.648 0.218
C 0.278 -1.546 1.443 -0.548
C -2.564 0.351 0.046 -0.408
N -1.702 -0.745 0.418 -0.606
N 2.301 0.893 -1.592 -0.829
H 2.415 -0.440 0.076 0.199
H 1.835 1.226 0.452 0.162
H 0.218 -0.517 -1.388 0.236
H -0.012 1.008 -0.818 0.195
H 1.172 -1.373 2.021 0.212
H -0.349 -2.254 1.988 0.181
H -2.191 0.984 -0.755 0.202
H -3.496 -0.030 -0.375 0.204
H -2.780 1.003 0.899 0.175
H -2.169 -1.355 1.071 0.372
H 3.271 1.173 -1.635 0.356
H 1.888 1.813 -1.746 0.341
```

The calculation puts the LUMO energy at 0.99 eV. As for the largest force on an atom: 1.967 eV Å⁻¹. The value obtained for the relative energy (zero: lowest compared OMol25 entry of this formula, charge and spin) is 189.1 kJ/mol.